1.
Below is an isolated ion of composition C3H10N3O and charge +1, with properties calculated with ωB97M-V/def2-TZVPD.

Calculated values
frontier orbital gap = 0.3754 hartree
charge = +1
LUMO = -4.6697 eV
HOMO level = -14.88 eV

Cartesian coordinates (Å):
C1 -2.27289 -0.07227 0.50569
O1 -1.33944 0.24137 -0.45475
C2 -0.22217 -0.42966 -0.73085
N1 0.94947 -0.08001 0.05192
C3 1.67856 -1.25052 0.53190
N2 1.48577 1.15321 0.10723
N3 0.81152 2.07226 -0.42161
H1 -2.74839 0.88365 0.73603
H2 -1.85017 -0.55262 1.35095
H3 -2.92243 -0.80763 0.07182
H4 -0.40850 -1.47934 -0.67836
H5 0.16526 -0.29269 -1.68480
H6 1.15300 -1.56744 1.48492
H7 2.63121 -0.84299 0.83140
H8 1.79409 -1.92276 -0.32609
H9 -0.03452 1.87590 -0.89868
H10 1.12963 3.07152 -0.47672

Mulliken atomic charge list, values in e, 8 entries:
1 C -0.711
2 O -0.405
3 C -0.758
4 N 0.559
5 C -0.907
6 N -0.258
7 N -0.127
8 H 0.238

=====

2.
Below is a 2-piece molecular cluster, C3H10N3O overall, with properties calculated with ωB97M-V/def2-TZVPD.

Calculated values
frontier orbital gap = 0.3640 hartree
charge = +1
LUMO = -2.6851 eV
HOMO level = -12.59 eV

Cartesian coordinates (Å):
C1 -1.54089 1.17170 0.64267
C2 -1.57001 1.12300 -0.69232
N1 -0.47108 0.48832 -1.42446
N2 -2.44456 1.80300 1.43262
H1 -0.72552 0.70438 1.18445
H2 -2.35471 1.55347 -1.30031
H3 -0.82173 -0.17401 -2.11827
H4 0.11856 1.15860 -1.92594
H5 0.15758 -0.08012 -0.80724
H6 -3.33455 2.06471 1.03918
H7 -2.46744 1.55130 2.40508
C3 1.97605 -1.69387 0.37078
N3 3.23777 -2.05826 0.14725
O1 1.18151 -1.38182 -0.51003
H8 1.69093 -1.73232 1.43026
H9 3.56919 -2.14265 -0.80004
H10 3.79891 -2.35542 0.92632

Mulliken atomic charge list, values in e, 8 entries:
1 C -0.053
2 C -0.359
3 N -0.162
4 N -0.428
5 H 0.249
6 H 0.350
7 H 0.394
8 H 0.387

=====

Which structure is the most stable? The one labeled 2.

=====

1.
Below is a 2-piece molecular cluster, C3H10N3O overall, with properties calculated with ωB97M-V/def2-TZVPD.

Calculated values
frontier orbital gap = 0.4367 hartree
charge = +1
LUMO = -2.8145 eV
HOMO level = -14.70 eV

Cartesian coordinates (Å):
N1 -1.58987 0.01713 -0.82919
C1 -1.57081 -1.11239 -1.51388
N2 -0.52392 -1.69134 -2.10370
H1 -0.62016 0.63044 -0.62888
H2 -2.45583 0.20979 -0.34941
H3 -2.51289 -1.64458 -1.59703
H4 -0.74005 -2.51966 -2.61202
H5 0.46145 -1.33729 -2.02232
C2 0.29942 0.11855 1.66250
C3 1.00462 1.13512 0.75925
N3 2.15539 1.70799 1.26408
O1 0.49236 1.44646 -0.34267
H6 0.80937 -0.12588 2.67487
H7 0.24837 -0.79715 1.06194
H8 -0.75172 0.44811 1.88897
H9 2.61457 1.21911 2.04182
H10 2.67971 2.29559 0.64568

Mulliken atomic charge list, values in e, 8 entries:
1 N -0.288
2 C 0.175
3 N -0.323
4 H 0.245
5 H 0.237
6 H 0.352
7 H 0.242
8 H 0.252

=====

2.
Below is an isolated ion of composition C3H10N3O and charge +1, with properties calculated with ωB97M-V/def2-TZVPD.

Calculated values
frontier orbital gap = 0.3976 hartree
charge = +1
LUMO = -3.3946 eV
HOMO level = -14.21 eV

Cartesian coordinates (Å):
C1 -0.86984 -1.66180 0.61366
C2 -1.12126 -0.17656 0.34100
N1 -0.70555 0.12594 -1.19921
C3 0.63714 0.67083 -1.13646
N2 1.01709 0.33399 0.43642
N3 1.93491 1.20048 0.92194
O1 -0.33615 0.61516 1.02147
H1 -1.15262 -1.83625 1.61931
H2 0.11057 -2.17406 0.63268
H3 -1.44163 -2.26177 -0.01616
H4 -2.23068 -0.01366 0.41262
H5 -1.29223 0.92030 -1.52637
H6 -0.85068 -0.72063 -1.79844
H7 0.78794 1.75447 -1.30278
H8 1.36284 0.25293 -1.71988
H9 1.83432 2.20821 0.99541
H10 2.31583 0.76242 1.70480

Mulliken atomic charge list, values in e, 8 entries:
1 C -1.365
2 C 0.339
3 N -0.169
4 C -0.612
5 N 0.071
6 N -0.536
7 O -0.294
8 H 0.385

=====

3.
Below is a 2-piece molecular cluster, C3H10N3O overall, with properties calculated with ωB97M-V/def2-TZVPD.

Calculated values
frontier orbital gap = 0.4126 hartree
charge = +1
LUMO = -2.8359 eV
HOMO level = -14.06 eV

Cartesian coordinates (Å):
C1 -1.85178 0.34357 0.44549
C2 -1.33997 -1.00096 -0.10745
C3 2.40309 0.35911 -0.20808
N1 1.58022 1.12476 -0.33065
N2 3.38667 -0.46394 0.06645
N3 -1.05975 1.28617 -0.34312
O1 0.02626 -1.14136 -0.02661
H1 -2.96470 0.37441 0.31100
H2 -1.85128 0.59642 1.58210
H3 -1.99856 -1.77462 0.42671
H4 -1.54238 -0.95070 -1.27960
H5 0.22438 -1.71967 0.70211
H6 -0.02453 1.31781 -0.30644
H7 4.29883 -0.22139 -0.24801
H8 3.27451 -1.29420 0.59889
H9 -1.20560 0.97109 -1.25344
H10 -1.35541 2.19350 -0.02935

Mulliken atomic charge list, values in e, 8 entries:
1 C -0.485
2 C -0.614
3 C 0.359
4 N -0.491
5 N -0.396
6 N -0.113
7 O -0.410
8 H 0.357

=====

Which structure is the most stable? The one labeled 1.

=====

1.
Below is a 10-piece molecular cluster, C6H31NO10 overall, with properties calculated with ωB97M-V/def2-TZVPD.

Calculated values
frontier orbital gap = 0.3330 hartree
LUMO = 0.0053 eV
HOMO level = -9.06 eV

Cartesian coordinates (Å):
C1 -1.90632 -0.83772 -0.58556
C2 -1.38105 -0.45201 0.92124
C3 0.12658 -0.30956 1.20512
C4 1.09268 -0.90637 0.05927
C5 1.31948 -2.51231 0.28874
O1 1.01665 -3.08944 1.27053
N1 2.16075 -0.00395 -0.14349
C6 3.11535 0.24562 0.90180
H1 -1.46818 -1.74967 -0.84515
H2 -1.70559 -0.12864 -1.30197
H3 -2.97944 -0.79989 -0.58796
H4 -1.90798 -1.14757 1.86718
H5 -1.82936 0.41314 1.26548
H6 0.35542 -0.93415 2.09273
H7 0.27079 0.71088 1.47754
H8 0.49604 -0.90463 -1.07564
H9 1.68441 -3.09758 -0.67223
H10 2.65981 -0.19468 -1.04079
H11 2.78344 1.06097 1.57304
H12 4.01658 0.76378 0.49145
H13 3.37272 -0.58378 1.51245
O2 -1.07418 -3.16251 2.88041
H14 -0.34542 -2.59292 2.67754
H15 -1.05623 -3.89019 2.32886
O3 -1.19345 2.58814 -0.99275
H16 -0.81440 3.30514 -0.51589
H17 -1.38941 3.17042 -1.99597
O4 2.24134 -1.27931 -3.66327
H18 2.14559 -0.27060 -3.63475
H19 3.23886 -1.57561 -3.36708
O5 -0.40308 0.39022 -3.54644
H20 -0.03440 1.02226 -2.87167
H21 -0.16427 -0.47185 -3.43795
O6 -2.04605 2.52008 2.32505
H22 -1.73454 1.87473 1.77976
H23 -2.97047 2.49235 2.42256
O7 -1.94520 -2.84422 -3.04253
H24 -1.62660 -2.28149 -2.37723
H25 -1.33725 -2.61091 -3.71869
O8 -0.78777 0.78222 3.58275
H26 -1.49444 0.63500 4.36822
H27 0.02220 0.53960 4.14059
O9 1.15348 2.45166 -2.01158
H28 0.37739 2.42280 -1.38764
H29 1.77556 1.86281 -1.69197
O10 -0.59135 4.48613 1.15159
H30 -0.97891 3.94536 1.74606
H31 0.34947 4.93298 1.40955

Mulliken atomic charge list, values in e, 8 entries:
1 C -1.950
2 C -0.113
3 C -0.772
4 C 0.532
5 C -0.176
6 O -0.473
7 N -0.030
8 C -1.196

=====

2.
Below is a 10-piece molecular cluster, C6H31NO10 overall, with properties calculated with ωB97M-V/def2-TZVPD.

Calculated values
frontier orbital gap = 0.3575 hartree
LUMO = 0.0822 eV
HOMO level = -9.64 eV

Cartesian coordinates (Å):
C1 -2.05066 0.89409 2.37657
C2 -2.56835 0.43374 0.97472
C3 -1.35836 -0.02579 0.23220
O1 -0.96220 0.66265 -0.70705
N1 -0.60104 -1.18710 0.50950
C4 0.50409 -1.83876 -0.01644
C5 1.57620 -0.72430 -0.38104
C6 0.34306 -2.73719 -1.30807
H1 -2.66213 1.39459 3.04210
H2 -1.76619 -0.04718 2.78521
H3 -1.21962 1.55231 2.36362
H4 -3.06094 1.30429 0.46864
H5 -3.39624 -0.22686 0.90223
H6 -1.35158 -1.80581 1.18256
H7 0.96320 -2.61594 0.68932
H8 1.27369 -0.29697 -1.29562
H9 1.50191 0.03244 0.44171
H10 2.49475 -1.22398 -0.60927
H11 0.17602 -3.84296 -0.98711
H12 1.31682 -2.65560 -1.85146
H13 -0.53351 -2.39044 -1.78534
O2 0.61077 -0.64885 4.29202
H14 0.30656 -1.46358 3.85129
H15 -0.06639 -0.48249 4.85381
O3 -3.23713 -1.44338 -3.71816
H16 -2.57205 -1.94200 -4.16102
H17 -3.05898 -0.57617 -3.80761
O4 2.22092 1.63794 2.94190
H18 1.67336 0.90281 2.82792
H19 2.58104 1.75008 3.85724
O5 -0.67519 -3.09729 -4.20846
H20 0.32781 -2.91015 -4.49244
H21 -0.76416 -2.55994 -3.45388
O6 -0.31484 -0.40718 -3.63522
H22 0.02111 -0.68698 -2.74102
H23 0.22068 0.42438 -3.65531
O7 2.67895 -1.57160 2.36811
H24 2.42307 -0.98645 1.63499
H25 3.49859 -1.61432 2.67435
O8 -0.64943 5.14092 0.20571
H26 -0.03499 4.51354 0.60928
H27 -1.40946 5.23904 0.70866
O9 1.49992 2.30027 -2.35233
H28 0.70896 2.47340 -1.92747
H29 2.19561 2.87112 -2.13097
O10 0.72115 2.99151 0.91109
H30 0.87762 2.51379 0.10910
H31 1.59755 2.97638 1.41147

Mulliken atomic charge list, values in e, 8 entries:
1 C -0.893
2 C -0.913
3 C 0.537
4 O -0.503
5 N -0.009
6 C 0.772
7 C -2.080
8 C -1.353

=====

Which structure is the most stable? The one labeled 2.

=====

1.
Below is AsCsF6 as an isolated structure, with properties calculated with ωB97M-V/def2-TZVPD.

Calculated values
frontier orbital gap (spin up / spin down) = 0.4781 / 0.2035 hartree
charge = +1
expectation value of S² = 0.76
spin multiplicity = 2
LUMO (spin up / spin down) = -5.0704 / -12.4096 eV
HOMO level (spin up / spin down) = -18.08 / -17.95 eV

Cartesian coordinates (Å):
Cs1 8.98876 21.22732 1.66376
As1 9.24230 20.67349 -2.70671
F1 9.61095 22.38415 -3.14183
F2 7.66935 20.72417 -3.61606
F3 8.82220 18.99277 -2.18839
F4 10.77892 20.64509 -1.79350
F5 8.41471 21.26662 -1.23817
F6 10.10114 20.10694 -4.20731

Table of Mulliken atomic charges, one value per atom, all in e:
1 Cs 1.025
2 As 1.988
3 F -0.252
4 F -0.159
5 F -0.331
6 F -0.393
7 F -0.473
8 F -0.405

=====

2.
Below is AsCsF6 as an isolated structure, with properties calculated with ωB97M-V/def2-TZVPD.

Calculated values
frontier orbital gap (spin up / spin down) = 0.4533 / 0.1975 hartree
charge = +1
expectation value of S² = 0.76
spin multiplicity = 2
LUMO (spin up / spin down) = -5.5587 / -12.4047 eV
HOMO level (spin up / spin down) = -17.89 / -17.78 eV

Cartesian coordinates (Å):
Cs1 0.15264 -3.51488 1.61242
As1 -0.01956 0.49699 -0.23764
F1 0.89753 0.39737 -1.78659
F2 0.21414 -1.27359 -0.12300
F3 -1.05595 0.61349 1.32499
F4 -0.06204 2.29376 -0.47921
F5 -1.58762 0.33123 -1.14345
F6 1.46088 0.65564 0.83249

Table of Mulliken atomic charges, one value per atom, all in e:
1 Cs 1.031
2 As 1.979
3 F -0.334
4 F -0.465
5 F -0.227
6 F -0.400
7 F -0.239
8 F -0.345

=====

Which structure is the most stable? The one labeled 1.

=====

1.
Below is a 2-piece molecular cluster, C6H14N2O2 overall, with properties calculated with ωB97M-V/def2-TZVPD.

Calculated values
frontier orbital gap = 0.3783 hartree
LUMO = 0.4398 eV
HOMO level = -9.85 eV

Cartesian coordinates (Å):
C1 -1.33507 2.04721 -1.73775
N1 -0.05171 1.45974 -1.19274
C2 0.89609 2.47642 -0.93669
C3 2.23629 1.96748 -0.53377
O1 0.49222 3.65119 -1.24488
H1 -1.37162 3.14354 -1.64150
H2 -1.43858 2.01186 -2.87809
H3 -2.14308 1.57726 -1.07418
H4 0.02046 0.71368 -0.56829
H5 2.73455 1.64441 -1.43912
H6 2.97185 2.85926 -0.24257
H7 2.38761 1.36630 0.26703
C4 -0.43838 -1.27021 2.66766
N2 -0.77918 -1.42958 1.26745
C5 -0.35077 -2.70807 0.79827
C6 -0.82162 -2.91388 -0.61935
O2 0.31893 -3.39771 1.56607
H8 -0.58224 -0.23577 3.04622
H9 -0.74858 -2.07156 3.30229
H10 0.72859 -1.26474 2.85980
H11 -1.31569 -0.72423 0.84955
H12 -1.94023 -3.14399 -0.76692
H13 -0.95762 -2.17295 -1.36581
H14 -0.13768 -3.53568 -1.27106

Mulliken atomic charge list, values in e, 8 entries:
1 C -0.813
2 N -0.174
3 C 0.674
4 C -1.116
5 O -0.650
6 H 0.321
7 H 0.241
8 H 0.283

=====

2.
Below is C6H14N2O2 in the gas phase, with properties calculated with ωB97M-V/def2-TZVPD.

Calculated values
frontier orbital gap = 0.3384 hartree
LUMO = 0.5917 eV
HOMO level = -8.62 eV

Cartesian coordinates (Å):
C1 -1.66632 0.70229 -1.53051
N1 -0.33241 0.38800 -1.05662
C2 -0.17204 -0.94164 0.03160
C3 0.07435 -2.20114 -0.76572
N2 -1.21899 -1.04801 0.94808
C4 1.10709 -0.42214 0.69150
O1 0.99561 -0.58659 2.08529
C5 1.25484 1.01533 0.07841
C6 1.07245 2.12886 1.09388
O2 2.08032 1.14098 -0.84407
H1 -1.98575 -0.01669 -2.29518
H2 -1.68211 1.70404 -1.96680
H3 -2.37662 0.70009 -0.70295
H4 0.28429 0.36546 -1.86264
H5 -0.85290 -2.54910 -1.21977
H6 0.45997 -2.95949 -0.08262
H7 0.84385 -1.97786 -1.50619
H8 -1.47327 -0.15490 1.35327
H9 -2.01217 -1.58981 0.63500
H10 2.00064 -0.98004 0.38993
H11 0.44012 0.09767 2.47893
H12 1.83859 2.01555 1.86147
H13 0.09536 2.07825 1.57626
H14 1.22511 3.09088 0.60944

Mulliken atomic charge list, values in e, 8 entries:
1 C -1.004
2 N -0.451
3 C 1.296
4 C -1.777
5 N -0.554
6 C -0.810
7 O -0.554
8 C 1.335

=====

Which structure is the most stable? The one labeled 2.

=====

1.
Below is a 2-piece molecular cluster, C3H8N2O overall, with properties calculated with ωB97M-V/def2-TZVPD.

Calculated values
frontier orbital gap = 0.3676 hartree
LUMO = 0.4634 eV
HOMO level = -9.54 eV

Cartesian coordinates (Å):
H1 0.33876 -2.00442 -0.15535
N1 1.20877 -1.47002 -0.21230
N2 0.95851 -0.51723 0.54156
C1 1.99469 0.46215 0.49219
H2 1.89535 1.25888 -0.27873
H3 1.98922 0.90675 1.38884
H4 2.94690 0.02473 0.13051
C2 -1.94960 0.17290 -1.25274
C3 -1.68260 -0.02317 -0.00675
O1 -1.85362 -1.19727 0.69656
H5 -1.82658 1.20078 -1.59924
H6 -2.51867 -0.61917 -1.74172
H7 -1.31688 0.87714 0.43473
H8 -0.96886 -1.34024 0.95873

Mulliken atomic charge list, values in e, 8 entries:
1 H 0.240
2 N -0.541
3 N 0.076
4 C -0.766
5 H 0.284
6 H 0.345
7 H 0.297
8 C -0.556

=====

2.
Below is C3H8N2O in the gas phase, with properties calculated with ωB97M-V/def2-TZVPD.

Calculated values
frontier orbital gap = 0.3825 hartree
LUMO = 0.9414 eV
HOMO level = -9.47 eV

Cartesian coordinates (Å):
C1 -1.92610 -1.20268 -0.66783
N1 -0.81150 -0.22770 -0.59440
C2 -0.11062 0.06743 0.54632
O1 -0.18089 -0.55688 1.58306
C3 0.94250 1.09444 0.26594
N2 1.97401 0.82916 -0.75106
H1 -1.63867 -2.26221 -0.44900
H2 -2.24346 -1.27017 -1.71900
H3 -2.82858 -0.90740 -0.10000
H4 -0.18549 -0.11218 -1.41984
H5 0.32970 1.87347 -0.15181
H6 1.32191 1.42994 1.22211
H7 2.64171 0.08994 -0.60049
H8 2.47780 1.64840 -0.89488

Mulliken atomic charge list, values in e, 8 entries:
1 C -0.787
2 N -0.257
3 C 0.506
4 O -0.597
5 C -0.545
6 N -0.551
7 H 0.283
8 H 0.324

=====

3.
Below is a 2-piece molecular cluster, C3H8N2O overall, with properties calculated with ωB97M-V/def2-TZVPD.

Calculated values
frontier orbital gap = 0.3828 hartree
LUMO = 0.6847 eV
HOMO level = -9.73 eV

Cartesian coordinates (Å):
C1 2.70537 0.78910 1.03078
N1 1.58422 0.37617 0.52247
C2 0.82585 1.23463 -0.32277
H1 2.95284 0.45341 2.08142
H2 3.08096 1.79886 0.94348
H3 1.15845 2.24699 -0.22534
H4 0.88755 0.88886 -1.37584
H5 -0.28525 1.13145 0.12131
N2 -0.61604 -1.10370 -0.68910
C3 -2.06143 -1.10369 -0.59587
O1 -2.58267 -0.26713 0.12273
H6 -0.23838 -1.98594 -0.99484
H7 0.18257 -0.82866 -0.18712
H8 -2.67336 -1.99538 -0.85133

Mulliken atomic charge list, values in e, 8 entries:
1 C -0.282
2 N -0.342
3 C -0.925
4 H 0.233
5 H 0.205
6 H 0.424
7 H 0.283
8 H 0.247

=====

Which structure is the most stable? The one labeled 2.